Entry 1:
Below is a cluster of 13 separate species, C15H56N10O18 in total at a distorted geometry, with properties calculated with the ωB97M-V functional and the def2-TZVPD basis.

Values from the calculation:
HOMO-LUMO gap: 9.4 eV
LUMO energy: 0.04 eV
ΔE to the lowest compared entry with this formula, charge and spin: 4.134 eV
HOMO energy: -9.400 eV

ORCA input file:
```
! wB97M-V def2-TZVPD RIJCOSX def2/J DEFGRID3
* xyz 0 1
C 5.04169 -2.24959 6.30885
O 5.05155 -3.45313 6.54447
N 6.00322 -1.46533 5.98017
N 3.92770 -1.58822 6.32487
H 6.89686 -1.92128 5.86348
H 5.73665 -0.60367 5.52566
H 3.16064 -2.19515 6.57657
H 3.71006 -0.66381 5.98105
C -1.27406 -6.97954 0.04012
O -0.38487 -7.67306 0.48609
N -2.50733 -7.29352 -0.04678
N -0.94569 -5.99032 -0.66895
H -2.65474 -8.14642 0.47373
H -3.18016 -6.56443 -0.23602
H -1.63467 -5.31417 -0.96597
H 0.06096 -5.95453 -0.74298
C 4.18794 6.16116 -3.77460
O 5.29585 5.69061 -3.51430
N 3.84521 6.82929 -4.80570
N 3.09807 5.84907 -3.11255
H 4.50453 6.97537 -5.55674
H 2.85129 6.96786 -4.91980
H 2.16589 6.11053 -3.40025
H 3.25152 5.36466 -2.23968
C -2.43818 5.98911 2.93970
O -1.36559 5.44232 2.70351
N -2.42224 7.17565 3.42394
N -3.58106 5.49696 2.60167
H -1.53656 7.52223 3.76386
H -3.32295 7.47395 3.77012
H -3.50109 4.54449 2.27532
H -4.36226 5.88110 3.11380
C 6.74207 -6.07926 -1.66254
O 6.53815 -5.31447 -2.56726
N 6.09672 -5.91471 -0.52800
N 7.61000 -6.97407 -1.66526
H 6.25969 -6.38063 0.35317
H 5.40871 -5.17577 -0.55457
H 8.11368 -7.17052 -2.51838
H 7.53450 -7.67372 -0.94076
C -4.98166 -2.66947 -3.43777
C -5.45189 -3.34575 -4.81128
O -5.56363 -2.32602 -5.75464
O -3.64941 -2.35702 -3.53094
H -5.21131 -3.23864 -2.53699
H -5.53078 -1.72804 -3.42141
H -6.39946 -3.84806 -4.61662
H -4.66052 -4.07581 -4.98110
H -4.65275 -2.18759 -6.02435
H -3.48606 -1.79281 -2.77162
C -5.74487 3.75842 -2.66653
C -6.61384 3.34876 -3.90776
O -6.03166 3.71529 -5.12145
O -4.37613 3.35896 -2.76553
H -6.18511 3.21726 -1.82901
H -5.77378 4.81125 -2.38581
H -7.53508 3.91523 -3.77163
H -6.82882 2.28093 -3.94792
H -6.47238 3.17282 -5.77955
H -4.11089 3.85011 -3.54657
C 0.52658 -0.54702 -6.55165
C 0.14634 -1.35904 -7.82317
O -1.14157 -1.88374 -7.75010
O 0.75058 -1.32468 -5.39661
H -0.29040 0.13359 -6.31205
H 1.38507 0.11489 -6.66566
H 0.78066 -2.24161 -7.90568
H 0.21441 -0.87426 -8.79706
H -1.03668 -2.80669 -7.50763
H -0.14260 -1.60632 -5.18565
C 0.78427 3.32577 7.17596
C 0.37213 4.81569 7.54471
O 1.11132 5.49303 8.62450
O 1.94171 3.24843 6.28247
H -0.05401 2.76232 6.76620
H 0.97301 2.69737 8.04636
H -0.62216 4.82082 7.99133
H 0.43252 5.38138 6.61494
H 0.64246 6.30697 8.82267
H 2.67977 3.63031 6.76313
C 0.30833 -0.49670 1.46752
C 1.61377 -0.40155 0.60502
O 1.98300 -1.68534 0.18103
O -0.80886 -0.26527 0.64005
H 0.38781 0.32711 2.17682
H 0.08220 -1.45009 1.94503
H 2.45595 0.06505 1.11604
H 1.42978 0.27821 -0.22694
H 2.00437 -1.73101 -0.77764
H -0.83416 0.66776 0.41555
O 0.68283 -5.46019 4.81059
H 1.03180 -6.27014 5.18267
H 1.08188 -5.40347 3.94240
O 3.13730 4.66904 1.49248
H 2.21545 4.92397 1.45463
H 3.24359 4.28123 2.36112
O -2.80475 -3.20919 5.04402
H -3.14089 -3.67490 5.80976
H -2.24408 -3.84695 4.60228
*
```

***

Entry 2:
Below is a cluster of 3 separate species, C19H45FNO9PS in total at a distorted geometry, with properties calculated with the ωB97M-V functional and the def2-TZVPD basis.

Values from the calculation:
HOMO-LUMO gap: 9.6 eV
LUMO energy: 0.65 eV
SMILES: CCCCNP(OCCC)S(=O)(=O)F.COCCOCCOC.COCCOCCOC
HOMO energy: -8.951 eV

ORCA input file:
```
! wB97M-V def2-TZVPD RIJCOSX def2/J DEFGRID3
* xyz 0 1
C -2.70866 -3.23208 -0.39242
C -2.13917 -2.73282 -1.71734
C -3.16431 -2.82610 -2.85164
C -4.23075 -1.71749 -2.75494
N -5.61470 -2.25067 -2.48040
P -6.11042 -1.73032 -0.94069
O -7.58597 -2.30089 -0.66624
C -8.57631 -2.18464 -1.70819
C -9.52053 -3.36497 -1.57718
C -8.83383 -4.64334 -2.02194
S -6.47065 0.45751 -1.24571
O -5.89949 0.92873 -2.45707
O -7.79774 0.83048 -0.92792
F -5.57518 1.03848 -0.09911
H -1.90040 -3.34873 0.32581
H -3.18266 -4.19987 -0.51666
H -3.38577 -2.49611 0.02130
H -1.23986 -3.28124 -1.97955
H -1.89471 -1.68145 -1.57812
H -3.63671 -3.80177 -2.86546
H -2.62741 -2.65875 -3.77908
H -3.93655 -0.96264 -2.03097
H -4.27617 -1.21284 -3.71024
H -6.21213 -1.83809 -3.19430
H -9.13807 -1.25893 -1.62752
H -8.14905 -2.22533 -2.70868
H -9.74653 -3.46960 -0.52049
H -10.43803 -3.19221 -2.12764
H -9.48454 -5.49693 -1.85776
H -8.56622 -4.62307 -3.07560
H -7.92942 -4.82279 -1.45037
C -0.51894 0.35691 1.95744
O 0.24784 -0.75632 1.54259
C 0.87307 -0.61535 0.28055
C 2.34450 -0.98122 0.31072
O 3.18585 -0.13822 1.08156
C 3.03228 -0.11868 2.49363
C 3.37837 -1.39892 3.22710
O 2.48093 -2.45690 2.94516
C 3.08741 -3.68576 2.60643
H -1.54755 0.27575 1.59157
H -0.53458 0.35922 3.04759
H -0.08119 1.30061 1.61851
H 0.76125 0.40403 -0.10495
H 0.37149 -1.30167 -0.41432
H 2.71189 -0.88145 -0.71462
H 2.48624 -2.02903 0.57919
H 2.04168 0.24192 2.77415
H 3.73972 0.63936 2.84034
H 3.31983 -1.18984 4.30275
H 4.40939 -1.68411 2.99326
H 4.02690 -3.54112 2.06448
H 2.40047 -4.23041 1.95790
H 3.27482 -4.28514 3.50315
C 3.26923 3.05991 0.99096
O 4.40389 3.77144 1.45044
C 5.47428 2.95859 1.89268
C 6.80692 3.36405 1.29500
O 6.94348 3.18797 -0.10344
C 6.17758 3.98889 -0.98596
C 6.49725 5.46986 -0.99668
O 6.14911 6.11608 0.21412
C 7.15394 6.93694 0.76853
H 2.58423 2.85821 1.82224
H 2.75976 3.69240 0.26178
H 3.54297 2.12385 0.50462
H 5.28598 1.90341 1.66688
H 5.55171 3.06722 2.98316
H 7.55903 2.70268 1.73401
H 7.08234 4.37728 1.59433
H 5.10899 3.81729 -0.84433
H 6.41885 3.61170 -1.98345
H 5.91019 5.93038 -1.80164
H 7.55817 5.61103 -1.22790
H 8.15611 6.54541 0.56943
H 7.00686 6.96271 1.84864
H 7.07940 7.95746 0.37856
*
```

***

Entry 3:
Below is a structure of composition C29H48BrNOP2W at a distorted geometry, with properties calculated with the ωB97M-V functional and the def2-TZVPD basis.

Values from the calculation:
HOMO-LUMO gap (alpha / beta): 5.2 / 3.8 eV
LUMO energy (alpha / beta): -14.54 / -15.93 eV
HOMO energy (alpha / beta): -19.759 / -19.762 eV
<S²>: 2.112

ORCA input file:
```
! wB97M-V def2-TZVPD RIJCOSX def2/J DEFGRID3
* xyz 4 3
N -5.15993 -0.77592 3.26731
C -4.08422 -0.17301 3.78676
C -3.05799 0.37466 3.00503
C -3.13661 0.29974 1.59536
C -4.32344 -0.26140 1.06549
C -5.27220 -0.82604 1.94020
C -2.04924 0.79932 0.72681
W -0.59903 -0.30223 -0.78968
P 1.57992 0.52140 -1.10389
C -2.34262 0.95524 -0.70982
C -1.82182 2.07222 -1.50611
C -2.08023 2.03996 -2.89826
C -1.41125 2.91798 -3.73322
C -0.48910 3.80616 -3.15844
C -0.40774 4.01506 -1.78008
C -1.08066 3.12289 -0.93188
Br 0.83765 4.62958 -4.31340
H -1.22180 1.37411 1.18798
H -3.20171 0.43680 -1.14053
H -2.21342 0.84283 3.49675
H -4.55927 -0.28616 -0.00005
H -4.02535 -0.14073 4.87573
H -6.15219 -1.34108 1.53728
H -2.81984 1.32235 -3.26063
H -1.07968 3.23772 0.15386
H -1.57113 2.89315 -4.80640
H 0.17748 4.83983 -1.37976
P -0.67828 -2.45631 -0.12392
C 2.21307 2.06414 -0.33242
C 3.04056 2.98373 -1.23087
H 2.78672 1.74978 0.55414
H 1.32933 2.59216 0.05624
H 3.44012 3.80775 -0.62113
H 3.90165 2.47061 -1.67888
H 2.44900 3.43594 -2.04019
C 1.27330 0.88356 -2.88015
C 2.50636 0.83250 -3.80000
H 0.81675 1.88050 -2.93020
H 0.51064 0.19886 -3.28326
H 2.17860 1.08220 -4.82036
H 3.26256 1.57299 -3.50865
H 2.95913 -0.16742 -3.81877
C 2.97659 -0.65602 -0.94117
C 4.40388 -0.12032 -1.13207
H 2.77866 -1.47622 -1.65009
H 2.87719 -1.08327 0.07097
H 5.10648 -0.96305 -1.04610
H 4.55337 0.33405 -2.12149
H 4.68149 0.61632 -0.36417
C 0.31334 -3.74022 0.68663
C 1.79680 -3.78877 0.33200
H -0.18542 -4.69207 0.42834
H 0.18886 -3.59394 1.77529
H 2.19817 -4.76955 0.61713
H 2.00032 -3.65533 -0.73710
H 2.36016 -3.02763 0.88664
C -0.53639 -2.74161 -1.96449
C -1.40203 -1.74156 -2.75029
H -0.93266 -3.77255 -1.99573
H 0.51359 -2.79095 -2.29503
H -1.12511 -1.75844 -3.81383
H -2.46537 -1.99985 -2.66466
H -1.30244 -0.61227 -2.48672
C -2.39345 -3.01137 0.22079
C -2.62460 -3.28942 1.70845
H -2.57409 -3.90444 -0.39854
H -3.09321 -2.23488 -0.12435
H -3.67674 -3.54332 1.87939
H -2.01076 -4.12323 2.06900
H -2.40276 -2.40705 2.32211
C 1.66004 1.44740 4.56487
C 1.89241 -0.07082 4.41927
C 1.58847 -0.38584 2.94316
O 1.13081 0.81239 2.28553
C 0.97924 1.86548 3.25441
H 1.02191 1.68769 5.41829
H 2.62297 1.95942 4.66739
H 1.17795 -0.62662 5.03771
H 2.91577 -0.36657 4.67810
H 2.48771 -0.76523 2.40425
H 0.78454 -1.14655 2.88038
H -0.10858 2.00895 3.42274
H 1.39877 2.80182 2.84501
*
```

***

no.,M (g mol⁻¹)
1,664.66
2,513.61
3,752.40